[1]
C16H11Cl2N3O4 | wB97M-V/def2-TZVPD

XYZ file:
```
36
Properties=species:S:1:pos:R:3:lowdin_charge:R:1
C -2.30 2.86 -3.68 -0.040
C -1.77 1.47 -3.90 -0.191
C -1.94 0.95 -5.29 -0.043
C -1.23 0.66 -2.86 -0.073
C -1.14 1.13 -1.46 0.087
C -0.76 0.25 -0.45 -0.294
O -0.67 0.77 0.83 -0.027
C -0.28 -0.12 1.80 -0.349
C -1.21 -0.87 2.50 -0.533
Cl -2.90 -0.67 2.09 0.720
C -0.77 -1.84 3.42 -0.017
C 0.58 -2.10 3.66 -0.129
C 0.99 -3.16 4.57 -0.189
C 2.27 -3.54 4.93 0.093
C 2.10 -4.52 5.96 -0.533
O 3.01 -4.89 6.68 0.054
N 0.78 -4.83 6.01 0.138
O 0.04 -3.88 5.23 0.039
C 1.51 -1.35 2.86 -0.005
C 1.09 -0.35 1.96 -0.540
Cl 2.27 0.45 0.94 0.726
N -0.49 -1.10 -0.70 0.126
N -0.51 -1.57 -1.88 0.114
C -0.75 -0.76 -3.00 -0.395
O -0.43 -1.21 -4.10 0.075
H -2.64 2.91 -2.63 0.081
H -1.57 3.63 -3.85 0.094
H -3.13 3.09 -4.34 0.082
H -0.97 0.85 -5.78 0.097
H -2.56 1.64 -5.90 0.090
H -2.35 -0.05 -5.25 0.088
H -1.37 2.14 -1.21 0.108
H -1.55 -2.43 3.93 0.128
H 3.25 -3.18 4.67 0.125
H 0.44 -5.20 6.88 0.172
H 2.60 -1.53 2.94 0.119
```

gap between HOMO and LUMO	6.93	eV
2S+1	1
relative energy (zero: lowest compared OMol25 entry of this formula, charge and spin)	145.2	kcal/mol
HOMO level	-0.3202	Ha
SMILES string	CC(C)=C1C=C(Oc2c(Cl)cc(-c3cc(=O)[nH]o3)cc2Cl)N=NC1=O
E_LUMO	-1.79	eV

[2]
C16H11Cl2N4O4Tc | wB97M-V/def2-TZVPD

XYZ file:
```
38
Properties=species:S:1:pos:R:3:mulliken_spin:R:1
Tc -0.73 -0.30 -0.37 0.890
O 3.64 -2.51 3.60 0.000
C 4.01 -2.27 2.33 0.000
O 5.03 -2.76 1.92 0.000
C 3.15 -1.40 1.47 -0.005
C 3.48 -1.50 0.13 -0.007
N 2.89 -1.04 -1.02 0.008
N 1.41 0.27 1.68 0.000
C 2.07 -0.63 1.98 0.010
C 0.13 -1.88 2.54 -0.003
O 0.60 -2.36 3.47 0.002
O -0.57 -1.57 1.65 -0.001
H 2.76 -2.19 3.80 0.000
H 4.26 -2.21 -0.13 0.001
H -0.69 -0.66 -1.90 -0.025
C -5.41 -1.51 -0.36 -0.002
C -4.44 -2.44 -0.03 0.003
C -3.12 -2.05 -0.03 -0.008
N -2.74 -0.80 -0.36 0.004
C -3.69 0.10 -0.69 -0.002
C -5.03 -0.22 -0.69 0.000
H -6.46 -1.79 -0.36 0.000
H -4.70 -3.46 0.24 0.000
H -2.33 -2.74 0.24 0.003
H -3.32 1.08 -0.95 -0.006
H -5.76 0.53 -0.95 0.000
Cl -1.54 4.19 -1.57 0.003
C 0.06 3.56 -1.49 -0.007
C 1.14 4.36 -1.85 0.004
C 2.44 3.88 -1.83 -0.009
C 2.74 2.58 -1.42 0.004
C 1.62 1.88 -1.07 0.012
Cl 1.65 0.19 -0.46 -0.043
C 0.28 2.23 -1.09 0.036
N -0.78 1.36 -0.78 0.138
H 0.94 5.38 -2.17 -0.001
H 3.26 4.54 -2.12 0.000
H 3.74 2.18 -1.38 0.001
```

total charge	+1
gap between HOMO and LUMO (spin up / spin down)	7.44 / 7.36	eV
2S+1	2
⟨S²⟩	0.759
relative energy (zero: lowest compared OMol25 entry of this formula, charge and spin)	24.1	kcal/mol
HOMO level (spin up / spin down)	-0.4366 / -0.4355	Ha
E_LUMO (spin up / spin down)	-4.44 / -4.49	eV